Formula: C19H54BrN4O4
Source: the Open Molecules 2025 dataset
Level of theory: the ωB97M-V functional and the def2-TZVPD basis

Computed properties:
energy: -3849.3440 hartree
F_max: 3.7 eV/A
highest occupied orbital energy: -14.3 eV

```
! wB97M-V def2-TZVPD RIJCOSX def2/J DEFGRID3
* xyz 3 1
C -2.1928 1.4039 6.7416
N -1.9154 0.6753 5.5485
C -3.0254 0.9298 4.5952
C -0.6043 1.1711 5.0712
C -1.8072 -0.8202 5.9238
C -1.4650 -1.8543 4.7978
O -0.2552 -1.5475 4.2236
H -2.3752 2.4560 6.4852
H -1.3757 1.4333 7.4767
H -3.1337 0.9812 7.1416
H -3.0985 2.0085 4.4757
H -4.0985 0.7288 4.9460
H -2.8435 0.5261 3.6481
H -0.4021 0.7142 4.1227
H 0.1800 0.7664 5.7308
H -0.7173 2.2389 5.0398
H -2.7518 -1.1300 6.2739
H -1.1662 -0.9097 6.8349
H -2.2627 -1.8394 4.0133
H -1.3554 -2.8596 5.2963
H -0.0020 -2.1401 3.5153
C -1.4614 -6.8588 -2.9025
N -0.8266 -5.6481 -2.3544
C 0.3145 -6.0158 -1.5205
C -0.3469 -4.9274 -3.5680
C -1.7612 -4.7501 -1.6147
C -2.1668 -5.2451 -0.2193
O -2.3495 -6.6524 -0.1781
H -1.7615 -7.5246 -2.1398
H -0.6248 -7.3315 -3.5535
H -2.3035 -6.7048 -3.5995
H 0.0409 -6.7790 -0.8291
H 0.7289 -5.1516 -0.9984
H 1.0479 -6.3308 -2.2420
H 0.2243 -4.0959 -3.2379
H -1.2037 -4.5745 -4.2150
H 0.2666 -5.6436 -4.1348
H -2.6662 -4.7042 -2.2223
H -1.4500 -3.7770 -1.4865
H -3.0383 -4.7295 0.0782
H -1.4417 -4.8866 0.5319
H -2.8900 -6.7801 0.6358
C -0.3896 7.2149 -2.3260
N -0.9725 7.0365 -3.7499
C -1.8918 8.1930 -3.9616
C 0.1972 7.2221 -4.7528
C -1.5677 5.6912 -3.7121
C -2.3703 5.4136 -5.0224
O -3.6692 5.9588 -4.9258
H 0.3019 8.1130 -2.2538
H 0.1985 6.3421 -2.0060
H -1.1701 7.2967 -1.5525
H -2.5610 8.1437 -3.1508
H -2.4386 8.2119 -4.9240
H -1.3389 9.0971 -3.6097
H 0.6086 8.1763 -4.4026
H -0.2547 7.2965 -5.7812
H 0.9262 6.4470 -4.6696
H -2.2265 5.8147 -2.9054
H -0.7224 4.9828 -3.6144
H -2.3396 4.3117 -5.0646
H -1.8567 5.8551 -5.8845
H -4.3096 5.2866 -4.8398
C 5.0367 -1.0035 2.7120
C 4.5105 -1.3104 1.3709
C 5.3154 -1.0075 0.1762
O 4.5371 -1.2700 -0.9718
C 4.9081 -0.5333 -2.1129
N 4.2138 -2.7365 1.3155
H 4.9618 -3.3381 1.7243
H 3.3267 -2.9296 1.8127
H 4.1672 -3.1350 0.3878
H 4.2832 -1.4774 3.4009
H 5.1421 0.0750 2.8020
H 5.9802 -1.5350 2.8790
H 3.5864 -0.7688 1.2693
H 6.2680 -1.5278 0.2021
H 5.6324 0.0220 0.2039
H 4.0723 -0.2262 -2.7683
H 5.6543 -0.9240 -2.8517
H 5.4371 0.3874 -1.7859
Br 1.1505 -2.6880 1.2113
*
```

=====

Formula: C19H54O9V
Source: the Open Molecules 2025 dataset
Level of theory: the ωB97M-V functional and the def2-TZVPD basis

Computed properties:
energy: -2377.2754 hartree
⟨S²⟩: 3.761
F_max: 3.4 eV/A
highest occupied orbital energy (spin up / spin down): -7.1 / -7.6 eV

```
! wB97M-V def2-TZVPD RIJCOSX def2/J DEFGRID3
* xyz 0 4
V -3.4261 -0.1492 -1.0634
O -3.4129 0.1692 2.9649
H -3.7226 -0.5477 3.5439
H -4.1454 0.7523 2.6750
H -2.9992 -0.2950 2.1156
C -0.4322 0.4123 1.4704
C -0.9512 -0.7613 0.6621
C -0.2911 -2.0608 1.1312
O -2.3698 -0.7800 0.6917
H -0.5036 1.3830 0.9649
H 0.6565 0.3957 1.6091
H -0.9471 0.5824 2.4152
H -0.6635 -0.7483 -0.4006
H 0.7684 -1.9321 0.8732
H -0.5780 -2.8851 0.4731
H -0.3551 -2.3147 2.1895
C -1.8190 -0.7602 -4.5485
C -2.0575 0.4977 -3.6925
C -1.7626 1.7379 -4.5159
O -3.2872 0.5308 -3.0378
H -2.4037 -0.7129 -5.4750
H -2.1544 -1.6741 -4.0536
H -0.7554 -0.8249 -4.7870
H -1.2762 0.3581 -2.9053
H -2.4602 1.7688 -5.3593
H -0.7515 1.7509 -4.9261
H -1.9228 2.6458 -3.9357
C -2.5341 3.6825 -1.2414
C -2.8831 2.7951 -0.0306
C -3.0236 3.6298 1.2481
O -3.8207 1.8445 -0.2838
H -3.3871 4.1558 -1.7378
H -1.9699 3.0715 -1.9445
H -1.8908 4.5353 -0.9951
H -1.8676 2.3558 0.1160
H -2.3301 4.4726 1.2179
H -2.8745 3.0465 2.1609
H -3.9840 4.1631 1.2717
C 2.7358 -1.4909 4.4496
C 2.4353 -0.0124 4.5807
O 3.2486 0.6365 3.6134
H 2.0561 -2.1032 5.0454
H 3.7635 -1.6942 4.7432
H 2.5875 -1.7916 3.4107
H 2.6409 0.3311 5.6015
H 1.3745 0.2167 4.4107
H 3.3939 1.5638 3.8218
C 4.0437 1.8617 -0.5103
C 3.0565 0.7180 -0.3855
O 1.8240 1.1303 -0.9583
H 3.8549 2.6047 0.2705
H 3.9713 2.3558 -1.4749
H 5.0430 1.4967 -0.2646
H 2.9620 0.3813 0.6560
H 3.4810 -0.1799 -0.8620
H 1.1524 0.5815 -0.5413
C 1.5815 -5.4249 0.2967
C 0.3411 -6.0368 -0.3347
O 0.3314 -5.9953 -1.7691
H 2.4665 -5.8007 -0.2184
H 1.5474 -5.7341 1.3408
H 1.6045 -4.3432 0.1805
H -0.5575 -5.5228 0.0138
H 0.2200 -7.0746 -0.0149
H 0.5744 -6.8811 -2.0487
C 1.3022 -2.3112 -2.4357
C 0.6135 -3.2412 -3.4326
O -0.6476 -3.7004 -2.9625
H 2.3784 -2.1642 -2.5223
H 1.1004 -2.5761 -1.3938
H 0.8239 -1.3292 -2.5358
H 1.3299 -4.0003 -3.7668
H 0.4513 -2.6616 -4.3462
H -0.3783 -4.5948 -2.6846
C 0.5863 4.5033 1.1356
C 0.5585 3.7739 2.4767
O 1.3779 4.3990 3.4396
H -0.1103 4.1092 0.3987
H 1.6333 4.4614 0.8320
H 0.3260 5.5652 1.2180
H 0.9378 2.7705 2.2692
H -0.4754 3.6227 2.8106
H 1.0473 5.2901 3.5865
*
```

=====

Formula: C19H55FO9S8Tl
Source: the Open Molecules 2025 dataset
Level of theory: the ωB97M-V functional and the def2-TZVPD basis

Computed properties:
energy: -4891.2625 hartree
F_max: 2.4 eV/A
highest occupied orbital energy: -10.4 eV

```
! wB97M-V def2-TZVPD RIJCOSX def2/J DEFGRID3
* xyz 1 1
Tl 0.2472 -0.4280 -0.1765
F 2.0196 -0.6847 -2.2913
C -1.1574 3.7797 1.8654
C -1.0828 2.3537 2.4300
C -1.9409 2.2503 3.6919
O -1.3225 1.3665 1.4814
H -2.1733 4.1776 1.8663
H -0.6182 3.9712 0.9392
H -0.6144 4.4233 2.5677
H -0.0304 2.2159 2.7268
H -1.8514 1.2694 4.1557
H -2.9913 2.4579 3.4919
H -1.5144 2.9806 4.3809
C 3.3313 -3.1245 2.6758
S 3.2852 -3.2156 0.8763
O 2.5324 -2.0278 0.3403
C 5.0716 -2.9019 0.6603
H 2.3916 -3.4927 3.0788
H 3.6166 -2.1432 3.0552
H 4.1503 -3.7156 3.0956
H 5.1685 -2.3294 -0.2654
H 5.7219 -3.7699 0.5846
H 5.4311 -2.1828 1.3985
C 4.3019 0.7337 3.2536
S 3.3546 1.1596 1.7676
O 2.1554 0.2600 1.8811
C 2.8379 2.8205 2.3040
H 4.7783 -0.2146 3.0220
H 3.5956 0.6414 4.0791
H 5.0070 1.5205 3.5202
H 3.6499 3.5503 2.3632
H 2.5180 2.7179 3.3432
H 2.0940 3.2878 1.6634
C -1.2667 -5.4914 -2.1561
S -0.1951 -3.9518 -2.2530
O -0.4125 -3.1946 -0.9606
C 1.3646 -4.7444 -1.8375
H -2.3403 -5.3338 -2.0985
H -0.9879 -6.1569 -1.3386
H -1.0076 -6.0367 -3.0666
H 2.0505 -3.8937 -1.7877
H 1.7698 -5.4869 -2.5214
H 1.2878 -5.0349 -0.7900
C -0.0589 -0.7106 -4.4618
S -1.6854 -1.0944 -3.6582
O -1.5109 -0.6062 -2.2385
C -2.6873 0.2297 -4.4654
H -0.3382 -0.5700 -5.5094
H 0.6640 -1.5082 -4.3315
H 0.2577 0.2630 -4.0938
H -2.6576 -0.0856 -5.5117
H -2.3609 1.2581 -4.3508
H -3.7054 0.0395 -4.1294
C 0.3903 -0.4906 4.3819
S -0.2105 -2.0432 3.6212
O 0.2715 -2.1570 2.1897
C -1.9502 -1.4828 3.5766
H -0.2409 -0.0234 5.1381
H 0.5278 0.2938 3.6340
H 1.3717 -0.6831 4.8154
H -1.9630 -0.5312 3.0493
H -2.2857 -1.5495 4.6096
H -2.4338 -2.2467 2.9683
C 2.0226 4.5116 -1.3692
S 2.7393 2.8114 -1.4590
O 1.9194 1.9103 -0.5855
C 2.4430 2.5528 -3.2488
H 1.9261 5.1074 -2.2777
H 2.6504 5.0131 -0.6353
H 0.9819 4.5044 -1.0388
H 2.8860 3.3911 -3.7880
H 1.3852 2.4530 -3.4896
H 2.9430 1.6613 -3.6257
C -4.9208 -1.6173 0.8404
S -3.5195 -1.4682 -0.3750
O -2.2580 -1.6634 0.4593
C -3.9854 -2.9360 -1.3125
H -5.7912 -1.9846 0.3031
H -5.0978 -0.6766 1.3583
H -4.6723 -2.3153 1.6414
H -3.5448 -3.0015 -2.3078
H -5.0604 -2.9861 -1.4865
H -3.7129 -3.8556 -0.7915
C -3.0528 2.9483 -1.3886
S -1.2813 3.2560 -1.6554
O -0.6243 1.9202 -1.7967
C -1.4360 4.1235 -3.2593
H -3.3142 2.3020 -0.5563
H -3.4339 2.5734 -2.3404
H -3.5386 3.9217 -1.2840
H -0.4786 4.0455 -3.7763
H -1.6173 5.1873 -3.1184
H -2.1759 3.6267 -3.8866
*
```

=====

Formula: C19H55O9S8
Source: the Open Molecules 2025 dataset
Level of theory: the ωB97M-V functional and the def2-TZVPD basis

Computed properties:
energy: -4619.2824 hartree
F_max: 4.3 eV/A
highest occupied orbital energy: -4.1 eV

```
! wB97M-V def2-TZVPD RIJCOSX def2/J DEFGRID3
* xyz -1 1
C 0.1554 0.7409 -0.1115
C 1.0144 -0.4248 -0.5814
C 0.1395 -1.5374 -1.2055
O 2.0409 -0.0797 -1.4239
H 0.7485 1.4829 0.4316
H -0.5605 0.3712 0.6393
H -0.4560 1.2265 -0.8795
H 1.4771 -0.8213 0.3611
H 0.7402 -2.3264 -1.6550
H -0.5021 -1.0625 -1.9552
H -0.5449 -1.9976 -0.4756
C -0.0374 2.9931 5.2087
S -1.2057 3.5616 3.9060
O -0.8396 4.9825 3.5887
C -0.5003 2.4403 2.6400
H 0.9257 2.7619 4.7477
H -0.3085 1.9958 5.5718
H 0.0012 3.6906 6.0377
H -1.1824 2.3413 1.7983
H -0.3086 1.4298 3.0044
H 0.4376 2.9027 2.3276
C 4.0704 5.2291 -2.2749
S 2.6098 4.3249 -2.8832
O 3.1311 3.4326 -3.9795
C 2.4121 3.3023 -1.4024
H 4.6204 5.6564 -3.1192
H 4.7957 4.5720 -1.7982
H 3.7887 6.0999 -1.6800
H 3.3108 2.7199 -1.1901
H 1.7081 2.5010 -1.6523
H 2.1213 3.9072 -0.5455
C 3.5744 -1.3018 -2.6949
S 4.0479 -2.5360 -1.4284
O 5.4533 -2.9984 -1.6964
C 4.2761 -1.3130 -0.0866
H 3.3226 -1.8693 -3.5946
H 4.4120 -0.6620 -2.9663
H 2.6798 -0.7550 -2.3730
H 5.1242 -0.6755 -0.3419
H 4.5467 -1.8718 0.8064
H 3.4092 -0.6516 -0.0086
C -2.9119 -3.8576 -0.9936
S -4.6263 -3.6389 -1.5486
O -4.6256 -3.1791 -2.9692
C -4.9761 -5.4141 -1.4816
H -2.4128 -4.7245 -1.4406
H -2.9803 -4.0287 0.0807
H -2.2386 -3.0361 -1.2290
H -4.3539 -5.9706 -2.1887
H -6.0025 -5.6680 -1.7449
H -4.7432 -5.7976 -0.4882
C -1.6800 -2.8305 -4.2096
S -1.8598 -1.1230 -4.7884
O -0.7554 -0.8635 -5.7532
C -3.4420 -1.3481 -5.6920
H -1.4829 -3.4651 -5.0740
H -2.5478 -3.1417 -3.6283
H -0.8197 -2.8580 -3.5413
H -3.5324 -0.4122 -6.2440
H -4.2899 -1.6835 -5.1040
H -3.2656 -2.0789 -6.4914
C -0.4816 -2.8364 2.6937
S -1.7891 -1.5735 2.7563
O -2.6856 -1.7649 1.5808
C -2.5867 -2.1876 4.2489
H -0.1283 -2.8963 1.6649
H -0.9309 -3.8059 2.9225
H 0.3036 -2.5736 3.3965
H -1.8604 -2.3614 5.0406
H -3.1089 -3.1183 4.0129
H -3.3305 -1.4582 4.5651
C 3.0028 -1.5107 5.4452
S 1.7374 -0.4225 4.6949
O 1.8245 0.8920 5.4010
C 2.4091 -0.2166 3.0270
H 3.9406 -0.9532 5.4358
H 3.1633 -2.4732 4.9623
H 2.6771 -1.6682 6.4718
H 2.4906 -1.1892 2.5459
H 3.3895 0.2702 3.0371
H 1.8048 0.5093 2.4840
C -3.2955 4.7393 -1.5201
S -2.3430 4.8757 0.0374
O -2.8374 3.7180 0.8654
C -0.7421 4.3514 -0.6522
H -3.5244 3.6910 -1.6912
H -2.6900 5.2104 -2.2930
H -4.2214 5.2944 -1.3802
H -0.8717 3.4272 -1.2117
H -0.0780 4.2171 0.1985
H -0.3401 5.1510 -1.2758
*
```